{
  "formula": "C57H108F24N9O16S8",
  "method": "ωB97M-V/def2-TZVPD",
  "symbols": ["C", "C", "C", "C", "N", "C", "C", "C", "C", "C", "C", "C", "H", "H", "H", "H", "H", "H", "H", "H", "H", "H", "H", "H", "H", "H", "H", "H", "H", "H", "H", "H", "H", "H", "H", "H", "C", "C", "C", "C", "N", "C", "C", "C", "C", "C", "C", "C", "H", "H", "H", "H", "H", "H", "H", "H", "H", "H", "H", "H", "H", "H", "H", "H", "H", "H", "H", "H", "H", "H", "H", "H", "C", "C", "C", "C", "N", "C", "C", "C", "C", "C", "C", "C", "H", "H", "H", "H", "H", "H", "H", "H", "H", "H", "H", "H", "H", "H", "H", "H", "H", "H", "H", "H", "H", "H", "H", "H", "C", "C", "C", "N", "C", "C", "C", "C", "C", "H", "H", "H", "H", "H", "H", "H", "H", "H", "H", "H", "H", "H", "H", "H", "H", "H", "H", "C", "C", "C", "N", "C", "C", "C", "C", "C", "H", "H", "H", "H", "H", "H", "H", "H", "H", "H", "H", "H", "H", "H", "H", "H", "H", "H", "C", "F", "F", "F", "S", "O", "O", "N", "S", "O", "O", "C", "F", "F", "F", "C", "F", "F", "F", "S", "O", "O", "N", "S", "O", "O", "C", "F", "F", "F", "C", "F", "F", "F", "S", "O", "O", "N", "S", "O", "O", "C", "F", "F", "F", "C", "F", "F", "F", "S", "O", "O", "N", "S", "O", "O", "C", "F", "F", "F"],
  "xyz": [[-8.14555, -4.63482, -4.24798], [-6.65801, -4.52800, -4.59459], [-6.19068, -3.12005, -4.36380], [-4.88883, -2.80087, -5.08471], [-4.18416, -1.49961, -4.58037], [-5.12904, -0.31397, -4.61862], [-5.71944, -0.24071, -3.22264], [-4.71620, -0.86379, -2.24900], [-3.76252, -1.67956, -3.12687], [-3.08908, -1.22372, -5.59610], [-3.42945, -0.73852, -7.04273], [-1.98512, -0.47804, -7.62218], [-8.80555, -4.03134, -4.88674], [-8.21109, -4.21269, -3.23765], [-8.50701, -5.61523, -4.14408], [-6.42550, -4.81218, -5.61443], [-6.13721, -5.22755, -3.94020], [-5.90612, -2.90580, -3.35036], [-7.02564, -2.41827, -4.52823], [-4.97707, -2.69594, -6.13926], [-4.25594, -3.65901, -4.90869], [-4.53177, 0.60550, -4.74413], [-5.83258, -0.38226, -5.42619], [-5.88843, 0.80915, -2.87797], [-6.69256, -0.75206, -3.16928], [-4.04036, -0.01831, -1.88690], [-5.21130, -1.23542, -1.32751], [-2.74982, -1.15911, -3.12980], [-3.78067, -2.70665, -2.83799], [-2.44651, -2.04990, -5.51772], [-2.55436, -0.43519, -5.13647], [-3.93008, 0.23038, -6.89753], [-3.97047, -1.36262, -7.67537], [-2.06232, 0.00204, -8.59983], [-1.54792, -1.46964, -7.83374], [-1.30813, 0.12722, -6.92545], [2.78101, 6.11711, 1.88319], [2.24831, 5.64131, 0.52306], [0.87709, 5.01024, 0.40911], [-0.28651, 5.94918, 0.75212], [-1.57112, 5.60411, 0.15696], [-2.65704, 6.35385, 0.81558], [-3.92331, 5.60498, 0.62037], [-3.52039, 4.16394, 0.31315], [-2.00731, 4.13758, 0.44141], [-1.48249, 5.73138, -1.30642], [-0.84647, 7.06351, -1.75317], [-1.03421, 7.15199, -3.25458], [3.83182, 6.20795, 1.75633], [2.45899, 5.34298, 2.64955], [2.39449, 7.08714, 2.15663], [2.92560, 4.93894, 0.03831], [2.30697, 6.54490, -0.16850], [0.81535, 4.16185, 1.08266], [0.66744, 4.57897, -0.56762], [-0.15625, 6.93347, 0.49134], [-0.42958, 5.97656, 1.82610], [-2.70054, 7.38947, 0.51349], [-2.43619, 6.41217, 1.88588], [-4.36025, 5.96470, -0.26668], [-4.50511, 5.75628, 1.50389], [-3.96848, 3.78137, -0.62597], [-3.90305, 3.44258, 1.05647], [-1.52008, 3.44575, -0.20322], [-1.76235, 3.85020, 1.46613], [-2.57200, 5.74249, -1.58785], [-0.95511, 4.89234, -1.81055], [0.19382, 7.09851, -1.50327], [-1.39912, 7.90952, -1.31382], [-2.04872, 7.02545, -3.56818], [-0.35714, 6.56259, -3.83017], [-0.87194, 8.14005, -3.59631], [-2.62168, -0.87345, 6.29808], [-1.18375, -0.38873, 5.86962], [-0.73331, -0.98514, 4.48556], [-1.52874, -0.38859, 3.36179], [-0.75141, -0.48515, 2.02595], [-0.74628, -1.92941, 1.53157], [-1.08825, -1.87685, 0.04929], [-2.10802, -0.74285, 0.05412], [-1.46406, 0.26885, 0.96723], [0.70704, -0.07721, 2.15441], [0.92218, 1.33115, 2.77660], [2.23643, 2.01003, 2.45664], [-3.04769, -0.45901, 7.17632], [-2.55702, -1.96818, 6.43105], [-3.30790, -0.73145, 5.45503], [-0.43306, -0.67541, 6.60309], [-1.27001, 0.69943, 5.82463], [-0.69363, -2.00510, 4.31364], [0.30021, -0.65394, 4.35702], [-1.73038, 0.67496, 3.52323], [-2.44526, -0.95098, 3.13417], [0.20882, -2.47085, 1.75146], [-1.51929, -2.47277, 2.07617], [-0.17217, -1.54153, -0.50961], [-1.41294, -2.82045, -0.35617], [-2.16626, -0.33225, -0.98387], [-3.11446, -1.06574, 0.33249], [-0.70939, 0.77950, 0.37664], [-2.22536, 0.97642, 1.40506], [1.04901, -0.08011, 1.12976], [1.21994, -0.88542, 2.67086], [0.61916, 1.44099, 3.79219], [0.16202, 2.00785, 2.30718], [2.38073, 2.06807, 1.39157], [3.06782, 1.57435, 2.98330], [2.05875, 2.98046, 2.91311], [4.63723, -8.72865, 1.75232], [3.50550, -8.28724, 0.91260], [3.01159, -6.84854, 1.08546], [2.01776, -6.47607, 0.05691], [2.57161, -6.40519, -1.37338], [1.40438, -5.07446, 0.44592], [-0.03063, -5.35798, 0.80721], [-0.08588, -6.80209, 1.18178], [0.75990, -7.36456, 0.08900], [4.90360, -9.77268, 1.36161], [4.21659, -8.89971, 2.74393], [5.48764, -8.05006, 1.80482], [2.75872, -9.08675, 1.08744], [3.76009, -8.50312, -0.16871], [3.82325, -6.12057, 1.16510], [2.52337, -6.78124, 2.06246], [3.34690, -5.60622, -1.37521], [1.78135, -5.97166, -1.99819], [2.83593, -7.39373, -1.78989], [1.50487, -4.47914, -0.38522], [1.93564, -4.76894, 1.28480], [-0.60109, -5.19007, -0.11693], [-0.46563, -4.76251, 1.60300], [-1.04948, -7.28510, 1.08243], [0.37470, -6.89456, 2.15345], [0.25918, -7.22873, -0.87756], [0.96930, -8.43934, 0.20955], [5.63375, 3.95812, 4.40923], [6.01092, 2.95311, 3.36095], [5.41243, 3.24856, 1.99690], [5.90044, 2.29867, 0.92368], [5.78473, 0.88983, 1.33449], [5.20852, 2.51851, -0.35996], [6.14877, 2.04677, -1.49932], [7.55512, 1.95683, -0.79114], [7.35833, 2.67164, 0.52268], [5.83010, 3.48933, 5.40646], [4.60977, 4.24959, 4.32193], [6.30312, 4.80292, 4.27743], [5.51036, 2.01419, 3.71271], [7.06685, 2.76453, 3.30666], [5.60050, 4.26981, 1.63823], [4.30590, 3.13601, 2.01160], [6.43618, 0.58588, 2.13008], [6.10978, 0.28630, 0.47521], [4.76626, 0.64392, 1.58609], [4.24618, 1.93523, -0.37582], [4.96321, 3.61491, -0.44463], [5.75713, 1.12006, -1.91064], [6.08487, 2.79740, -2.32044], [7.79590, 0.94225, -0.65438], [8.49607, 2.41337, -1.21647], [8.01543, 2.36633, 1.34136], [7.35880, 3.75976, 0.30812], [-3.96242, 3.53074, 5.25096], [-3.83867, 2.30339, 5.77692], [-5.08944, 3.82563, 4.69675], [-3.77032, 4.36787, 6.31141], [-2.75526, 3.62721, 3.88991], [-3.08552, 2.48797, 3.00198], [-2.97035, 4.94939, 3.28494], [-1.34181, 3.41432, 4.56614], [-0.29526, 4.56894, 4.84265], [0.78395, 4.48782, 3.91673], [-0.80308, 5.83112, 5.15447], [0.35968, 3.86897, 6.37777], [-0.53704, 4.12318, 7.30277], [0.44535, 2.51298, 6.35011], [1.47863, 4.42756, 6.75640], [3.41987, -1.74759, -0.66124], [3.24830, -2.36225, -1.80528], [3.95507, -0.48484, -0.72383], [2.33125, -1.58901, -0.03731], [4.66903, -2.71151, 0.38981], [4.34089, -4.08783, 0.08073], [5.97062, -2.13862, 0.08236], [4.29819, -2.32836, 1.92875], [3.45366, -3.05761, 3.09537], [2.05928, -2.94024, 2.99056], [3.96709, -4.38026, 3.44304], [3.89763, -1.89048, 4.41575], [3.31127, -2.25443, 5.53282], [5.26385, -1.87043, 4.60419], [3.57576, -0.60778, 4.16815], [-3.94814, -4.76730, -0.09090], [-3.01194, -4.21263, 0.70807], [-4.64788, -5.60025, 0.55732], [-4.77516, -3.75636, -0.59715], [-3.11556, -5.64999, -1.40793], [-2.46001, -6.72474, -0.64865], [-4.13667, -6.06336, -2.35062], [-2.11635, -4.52789, -1.92916], [-1.16487, -4.81002, -3.23692], [-0.54445, -6.09343, -3.11919], [-1.82459, -4.53325, -4.47269], [-0.06594, -3.39296, -2.98247], [0.85478, -3.38022, -3.90927], [-0.68825, -2.20422, -2.98196], [0.59521, -3.59079, -1.84238], [-0.95467, 2.43033, -4.86507], [-2.08429, 2.28335, -5.62269], [-0.01923, 1.60353, -5.29525], [-0.62213, 3.74566, -5.02015], [-1.35812, 2.24579, -3.08756], [-2.37662, 3.24095, -2.86601], [-1.65399, 0.82774, -2.89781], [-0.04416, 2.62963, -2.26350], [1.27620, 1.79973, -2.11882], [1.79486, 1.89510, -0.76683], [1.29612, 0.46884, -2.72953], [2.62961, 2.60909, -3.18900], [3.11268, 3.68589, -2.52066], [3.60285, 1.72423, -3.34486], [2.21316, 2.91653, -4.41736]],
  "e_tot_ev": -258922.181,
  "orbital_gap_ev": 9.8868,
  "e_homo_ev": -11.375,
  "fmax_ha_per_bohr": 0.0958,
  "charge": 1,
  "lumo_ev": -1.5
}